100
Properties=species:S:1:pos:R:3:forces:R:3:lowdin_charge:R:1 method="wB97M-V/def2-TZVPD" charge=+2 relative_energy_ev=0.000 total_energy_ev=-100943.5795 fmax_ev_per_a=3.04
Al 1.231 0.486 0.871 2.1 -0.7 0.8 0.03
S 2.301 1.997 5.034 -1.2 -1.4 -0.4 1.16
C 0.701 1.234 5.257 -0.3 -0.3 -1.2 -0.42
C -0.176 1.398 6.309 0.1 0.2 0.8 -0.08
C -1.401 0.719 6.287 0.8 0.5 0.2 -0.07
C -1.740 -0.154 5.259 0.1 -0.1 -0.7 -0.07
C -0.910 -0.300 4.144 1.2 1.0 -0.2 -0.01
C 0.314 0.465 4.102 -0.5 0.3 1.3 -0.24
N 1.256 0.553 3.086 1.0 0.5 0.4 0.07
C 2.384 1.195 3.509 -2.4 -0.3 -0.7 -0.49
C 3.505 1.166 2.616 1.6 0.4 -1.4 -0.23
C 4.812 1.622 2.924 -0.3 -0.5 0.0 -0.01
C 5.885 1.325 2.066 -0.3 0.4 0.6 -0.06
C 5.657 0.576 0.921 -0.1 0.1 0.5 -0.07
C 4.356 0.208 0.616 -0.2 0.3 -0.3 -0.16
C 3.230 0.565 1.356 0.0 0.0 0.1 -0.10
H 0.146 2.041 7.154 -0.6 -0.5 -0.6 0.13
H -2.076 0.905 7.102 -0.2 -0.2 0.2 0.11
H -2.690 -0.696 5.310 0.4 0.2 -0.1 0.12
H -1.187 -0.931 3.285 0.1 0.3 0.6 0.09
H 5.005 2.159 3.860 0.0 -0.3 -0.3 0.11
H 6.884 1.649 2.341 -0.1 0.0 -0.1 0.11
H 6.451 0.264 0.255 0.2 0.1 0.2 0.11
H 4.267 -0.420 -0.254 -0.3 0.0 -0.5 0.06
O 1.450 0.305 -1.074 0.3 -0.8 -1.6 -0.46
S 2.339 -0.362 -2.196 -0.3 1.0 0.7 1.12
C 3.468 0.974 -2.798 0.4 0.4 0.8 -0.28
C 2.930 2.281 -3.397 -0.4 -0.2 -0.3 -0.19
C 1.852 3.035 -2.605 -0.3 -0.2 0.1 -0.22
C 2.375 3.633 -1.305 -0.1 -0.2 0.6 -0.26
S 1.234 3.751 0.156 -0.1 -0.4 -0.1 1.16
O 0.972 2.303 0.640 0.0 1.5 -0.6 -0.44
C -0.288 4.384 -0.600 -0.4 0.4 -1.0 -0.35
C -0.566 5.776 -0.532 0.8 -0.6 0.5 -0.06
C -1.647 6.324 -1.222 -0.3 -0.9 0.0 -0.04
C -2.503 5.469 -1.942 0.3 0.2 0.3 -0.04
C -2.264 4.092 -1.966 -0.2 0.2 -0.2 -0.07
C -1.126 3.561 -1.372 0.2 -0.2 0.7 -0.10
C 1.331 -0.579 -3.675 -0.8 0.5 -1.0 -0.37
C 0.064 0.031 -3.783 0.5 -0.4 0.8 -0.09
C -0.669 -0.023 -4.959 0.6 -0.2 -0.7 -0.05
C -0.111 -0.625 -6.103 0.1 0.0 0.7 -0.04
C 1.113 -1.281 -5.988 0.4 0.4 0.1 -0.05
C 1.859 -1.242 -4.803 0.1 -0.1 0.6 -0.07
H 4.124 0.448 -3.510 -0.2 0.1 0.2 0.11
H 4.083 1.231 -1.907 -0.4 -0.5 -0.4 0.08
H 2.552 2.072 -4.405 0.0 0.1 0.2 0.12
H 3.784 2.958 -3.518 0.1 -0.3 -0.1 0.13
H 1.016 2.369 -2.397 0.1 0.0 0.0 0.07
H 1.456 3.837 -3.236 0.1 -0.1 0.1 0.13
H 2.725 4.653 -1.446 -0.1 0.2 0.1 0.10
H 3.230 3.086 -0.881 -0.3 0.0 0.0 0.10
H 0.085 6.415 0.081 -0.3 -0.2 -0.3 0.12
H -1.882 7.379 -1.134 0.2 -0.1 -0.1 0.12
H -3.360 5.871 -2.488 0.3 -0.1 0.3 0.12
H -2.991 3.436 -2.459 0.5 0.3 0.1 0.11
H -0.908 2.492 -1.459 -0.1 0.3 0.2 0.09
H -0.332 0.526 -2.896 0.0 0.0 -0.2 0.09
H -1.644 0.437 -5.023 0.0 0.1 0.1 0.11
H -0.607 -0.551 -7.069 0.0 -0.2 0.3 0.12
H 1.569 -1.760 -6.851 -0.2 0.0 0.1 0.12
H 2.855 -1.721 -4.780 -0.7 0.3 0.1 0.13
C -5.085 -1.575 1.274 0.2 0.3 -0.2 -0.06
C -4.866 -1.351 -0.244 -1.0 -1.4 0.2 -0.38
C -4.301 -2.684 -0.873 0.2 1.3 0.9 -0.05
C -4.168 -0.031 -0.606 -0.2 -0.8 0.0 -0.09
N -2.899 0.182 0.108 2.0 2.0 1.1 -0.03
C -1.640 -0.280 0.003 -0.3 -0.2 -0.3 -0.09
N -0.772 0.453 0.686 -2.7 0.2 0.4 0.04
N -1.560 1.450 1.283 -1.4 -0.6 -1.1 0.09
N -2.805 1.327 0.917 2.5 -1.3 0.1 0.14
H -5.782 -2.383 1.486 -0.1 -0.2 -0.4 0.09
H -5.513 -0.709 1.758 -0.1 0.4 0.1 0.07
H -4.177 -1.839 1.823 0.2 0.1 -0.3 0.06
H -5.863 -1.254 -0.709 0.2 0.2 0.2 0.14
H -3.334 -2.885 -0.375 -0.3 -0.3 -0.4 0.06
H -4.178 -2.551 -1.941 0.2 -0.2 -0.3 0.07
H -4.997 -3.518 -0.684 0.4 0.4 0.0 0.09
H -4.786 0.850 -0.344 0.4 -0.6 0.0 0.14
H -3.955 -0.006 -1.677 0.0 0.1 0.0 0.13
H -1.352 -1.158 -0.545 -0.1 -0.1 -0.2 0.15
O -3.151 -6.413 -0.097 0.7 0.5 0.2 -0.04
C -2.678 -6.317 1.250 0.1 -1.2 0.0 -0.21
N -1.349 -5.733 1.322 0.0 0.7 -0.4 0.09
C -1.188 -4.407 1.616 -1.3 0.4 0.4 -0.41
O -2.048 -3.670 2.131 1.3 -1.3 -1.0 0.04
C 0.151 -3.864 1.231 1.0 -0.1 0.6 -0.10
C 1.315 -4.639 1.014 0.0 0.9 -0.1 0.03
C 2.513 -3.949 0.791 -0.5 0.2 0.7 0.00
C 2.566 -2.536 0.853 -1.3 -0.7 -0.3 -0.05
N 1.430 -1.799 1.012 -1.0 -0.8 0.5 0.08
C 0.262 -2.486 1.272 1.8 0.1 -0.5 -0.05
H -2.631 -5.786 -0.627 -0.5 -0.2 0.1 0.08
H -2.617 -7.367 1.629 -0.2 0.9 -0.2 0.14
H -3.347 -5.704 1.861 0.2 -0.1 -0.1 0.13
H -0.610 -6.122 0.729 -0.7 -0.1 0.5 0.14
H 1.325 -5.738 1.085 0.0 0.7 -0.1 0.13
H 3.409 -4.545 0.698 0.2 0.3 -0.1 0.12
H 3.527 -2.024 0.787 -0.6 0.0 -0.1 0.10
H -0.617 -1.952 1.594 0.1 0.2 -0.2 0.08

=====

93
Properties=species:S:1:pos:R:3:forces:R:3:lowdin_charge:R:1 method="wB97M-V/def2-TZVPD" charge=+3 total_energy_ev=-76994.4493 fmax_ev_per_a=1.99
Hf 0.493 -0.966 -0.222 -0.2 1.8 -0.4 1.69
C 3.097 -0.753 1.008 -0.4 0.2 0.6 -0.02
C 2.590 -0.165 2.310 0.1 -0.2 -0.2 -0.22
C 3.401 0.619 3.103 0.1 0.2 0.1 -0.01
C 2.894 1.185 4.271 0.1 0.0 0.0 -0.03
C 1.570 0.994 4.620 0.0 0.0 0.1 -0.02
C 0.721 0.197 3.851 -0.4 0.0 0.1 -0.20
C -0.742 0.090 4.223 0.2 0.0 0.1 -0.02
C 1.276 -0.410 2.730 -0.1 -0.3 -0.2 -0.19
N 0.536 -1.337 1.887 0.3 0.0 0.9 0.00
C 0.016 -2.435 2.308 -0.2 -0.4 0.1 -0.19
C 0.052 -2.920 3.702 -0.1 -0.1 0.0 0.04
C -0.600 -3.318 1.219 -0.1 0.0 0.4 -0.19
C -1.272 -4.580 1.585 -0.1 0.0 0.2 0.02
N -0.498 -2.842 0.031 -0.2 -0.9 -0.3 0.01
C -0.814 -3.534 -1.196 -0.2 0.1 0.2 -0.18
C -0.391 -4.834 -1.478 0.3 -0.2 0.2 -0.18
C 0.567 -5.632 -0.615 -0.2 0.1 -0.1 -0.01
C -0.793 -5.374 -2.702 0.1 -0.1 0.0 0.00
C -1.535 -4.645 -3.609 0.0 0.0 -0.1 -0.01
C -1.845 -3.312 -3.347 -0.1 0.0 -0.3 -0.01
C -1.462 -2.740 -2.156 -0.1 0.3 0.2 -0.20
C -1.733 -1.267 -1.902 0.2 -0.6 0.2 -0.04
H 4.157 -0.568 0.870 0.2 0.0 -0.1 0.12
H 2.650 -0.240 0.140 0.1 0.2 -0.2 0.05
H 2.954 -1.827 0.943 0.0 -0.3 -0.1 0.09
H 4.432 0.796 2.814 -0.1 0.0 0.0 0.14
H 3.537 1.793 4.898 0.0 0.0 0.0 0.13
H 1.170 1.469 5.511 0.0 0.0 -0.1 0.14
H -1.156 1.090 4.365 0.0 0.0 0.0 0.10
H -0.879 -0.441 5.170 0.0 0.0 -0.1 0.10
H -1.345 -0.408 3.462 0.0 0.0 0.0 0.06
H 0.789 -2.383 4.291 0.0 0.0 0.0 0.11
H 0.262 -3.990 3.720 0.0 0.0 0.0 0.11
H -0.931 -2.782 4.172 0.1 0.0 0.0 0.13
H -1.953 -4.384 2.420 0.0 -0.1 0.0 0.12
H -0.555 -5.329 1.931 0.0 0.0 0.0 0.12
H -1.826 -4.988 0.744 0.0 0.0 0.0 0.11
H 1.092 -5.029 0.127 0.0 0.1 0.0 0.08
H 1.327 -6.087 -1.249 0.0 0.0 0.0 0.10
H 0.066 -6.451 -0.094 0.0 0.0 0.0 0.10
H -0.486 -6.386 -2.946 0.0 0.1 0.0 0.14
H -1.845 -5.097 -4.544 0.0 0.0 0.1 0.13
H -2.381 -2.723 -4.087 0.1 -0.1 0.1 0.13
H -2.375 -0.868 -2.680 -0.1 0.2 0.0 0.11
H -0.820 -0.639 -2.015 -0.1 0.0 -0.2 0.04
H -2.236 -1.074 -0.949 0.0 0.1 0.1 0.07
O 1.673 -0.444 -2.000 0.1 -0.3 0.1 -0.27
O 1.613 -1.824 -1.490 1.2 -0.8 -1.4 -0.24
Cl 1.728 5.327 -4.940 0.0 0.1 0.0 0.76
C 1.771 3.661 -4.532 0.0 0.1 0.0 -0.68
C 0.647 2.878 -4.755 -0.2 -0.1 0.0 -0.09
C 0.683 1.532 -4.419 -0.1 0.0 0.0 -0.05
C 1.832 0.971 -3.867 0.0 0.1 -0.1 -0.23
C 1.855 -0.462 -3.478 -0.1 0.2 0.1 -0.06
C 2.958 1.772 -3.668 0.1 0.0 0.1 -0.02
C 2.930 3.117 -3.993 0.2 -0.1 0.1 -0.08
H -0.233 3.319 -5.207 0.1 0.0 0.0 0.12
H -0.189 0.911 -4.614 0.1 0.1 0.0 0.12
H 2.805 -0.955 -3.644 0.1 -0.1 0.0 0.15
H 1.043 -1.043 -3.903 -0.1 -0.1 0.0 0.13
H 3.873 1.338 -3.269 -0.1 0.0 -0.1 0.13
H 3.801 3.744 -3.851 0.0 0.0 0.0 0.12
O -0.059 0.950 -0.139 -0.1 0.6 -0.2 -0.62
S -0.445 2.118 -1.149 0.1 -0.1 0.3 1.12
C -1.880 2.780 -0.308 -0.1 0.0 0.0 -0.24
C -2.882 1.661 -0.187 -0.1 0.2 0.0 -0.30
C -2.895 0.871 0.960 0.0 -0.1 0.1 -0.06
C -3.818 -0.164 1.082 0.0 0.1 0.0 -0.07
C -4.739 -0.402 0.063 0.0 0.0 0.0 -0.06
C -4.735 0.396 -1.076 0.0 -0.1 0.0 -0.05
C -3.803 1.419 -1.204 0.0 0.1 0.0 -0.03
C 0.859 3.352 -0.864 0.0 0.0 -0.1 -0.24
C 0.839 4.035 0.467 -0.1 -0.1 0.0 -0.30
C 0.292 5.311 0.562 0.0 0.1 0.0 -0.03
C 0.235 5.959 1.789 0.0 0.0 0.0 -0.04
C 0.717 5.326 2.929 0.0 0.0 0.0 -0.04
C 1.264 4.050 2.837 0.0 0.0 0.0 -0.05
C 1.326 3.402 1.610 0.0 0.0 0.0 -0.03
H -2.233 3.607 -0.932 0.0 0.0 0.0 0.13
H -1.524 3.166 0.649 -0.1 0.0 0.0 0.11
H -2.204 1.090 1.771 -0.1 0.0 -0.1 0.11
H -3.855 -0.753 1.993 0.0 0.0 -0.1 0.11
H -5.485 -1.182 0.175 0.1 0.1 0.0 0.12
H -5.474 0.235 -1.855 0.1 0.0 0.1 0.13
H -3.820 2.057 -2.086 0.0 -0.1 0.1 0.13
H 0.716 4.037 -1.707 0.1 0.0 0.1 0.11
H 1.760 2.765 -1.059 0.1 0.1 -0.1 0.10
H -0.070 5.816 -0.330 0.0 0.0 0.1 0.13
H -0.176 6.961 1.854 0.0 -0.1 0.0 0.12
H 0.681 5.835 3.886 0.0 -0.1 -0.1 0.12
H 1.663 3.569 3.724 -0.1 0.1 -0.1 0.09
H 1.777 2.413 1.543 -0.1 0.1 0.0 0.10

=====

Calculated lowest unoccupied orbital energy, -0.1804, -0.3766 hartree (same order as the records).